1.
A 9-piece molecular cluster, C65H72BFN2O23PS overall, computed with the ωB97M-V functional and the def2-TZVPD basis.

LUMO level: -0.59 eV
orbital gap: 3.93 eV

```
! wB97M-V def2-TZVPD RIJCOSX def2/J DEFGRID3
* xyz -1 1
C 5.9194 4.5765 -0.3527
O 5.4608 3.2498 -0.3864
C 5.1803 2.8021 -1.7106
C 4.9598 1.2923 -1.7204
C 3.5318 0.8418 -2.0756
C 2.9828 -0.2259 -1.1290
C 1.5849 -0.7293 -1.5278
C 0.4373 -0.2210 -0.6328
C -0.8151 0.2727 -1.3929
C -1.0695 1.7646 -1.1784
P -2.4263 2.6169 -2.2185
C -3.5375 1.0747 -2.4314
C -4.9546 1.4286 -2.8266
F -3.0206 0.2113 -3.4359
O -1.6118 4.1793 -1.8720
C -1.8444 4.6560 -0.5678
B -1.4205 6.1853 -0.6023
N -0.2557 6.5449 0.1976
O -2.0648 7.1613 -1.3350
C -3.2122 4.1339 -0.1020
C -3.4457 4.0661 1.4239
C -2.6573 3.0658 2.2923
O -1.2394 3.2125 2.2404
C -2.9834 1.6021 1.9909
N -3.9894 1.0318 2.9144
S -4.6799 5.2057 -0.7185
C -4.6363 6.7419 0.2213
O -4.5561 5.5570 -2.1098
O -5.8739 4.5075 -0.2723
O -3.4371 2.9403 -0.7017
H 6.7416 4.7359 -1.0620
H 5.1256 5.2985 -0.5836
H 6.2705 4.7668 0.6620
H 4.2807 3.3205 -2.0682
H 6.0150 3.0909 -2.3617
H 5.2097 0.9232 -0.7201
H 5.6724 0.8584 -2.4216
H 2.8556 1.7017 -2.0450
H 3.5176 0.4364 -3.0907
H 3.7019 -1.0503 -1.0705
H 2.9312 0.2119 -0.1257
H 1.3834 -0.4364 -2.5626
H 1.5962 -1.8223 -1.5035
H 0.8098 0.5975 -0.0072
H 0.1460 -1.0116 0.0636
H -1.6778 -0.3118 -1.0669
H -0.6889 0.0787 -2.4619
H -0.1486 2.2891 -1.4647
H -1.2047 1.9377 -0.1092
H -1.6408 2.3956 -3.4044
H -3.3796 3.3784 -2.9578
H -3.5660 0.4820 -1.5113
H -5.3248 2.2340 -2.1913
H -4.9755 1.7598 -3.8668
H -5.6244 0.5674 -2.7209
H -1.1215 4.1836 0.1114
H -0.0214 7.5295 0.1298
H 0.5751 5.9928 0.0235
H -1.4464 7.6983 -1.8536
H -4.4984 3.7896 1.5406
H -3.3217 5.0619 1.8641
H -2.9734 3.2760 3.3276
H -1.0170 4.1472 2.3738
H -2.0564 1.0329 2.0643
H -3.3385 1.5160 0.9670
H -4.6956 0.6032 2.3265
H -4.4720 1.7696 3.4159
H -4.7654 7.5461 -0.4984
H -3.6895 6.8767 0.7368
H -5.4550 6.7134 0.9357
C -2.9336 -1.7820 4.5558
C -3.2187 -2.5692 5.5915
C -2.2495 -3.5637 6.1015
O -2.5185 -4.2851 7.0449
C -0.9345 -3.6581 5.4225
C -0.6377 -2.8771 4.3885
C -1.6137 -1.8778 3.8706
O -1.3364 -1.1744 2.9288
H -3.6089 -1.0258 4.1638
H -4.1662 -2.5234 6.1140
H -0.2451 -4.3942 5.8175
H 0.3126 -2.9227 3.8713
C -8.1692 -1.8041 -1.3102
C -7.7600 -0.7394 -0.6258
C -6.7377 -0.8607 0.4431
O -6.3713 0.1067 1.0718
C -6.1726 -2.2093 0.7099
C -6.5815 -3.2720 0.0243
C -7.6139 -3.1514 -1.0364
O -7.9869 -4.1292 -1.6542
H -8.9052 -1.7450 -2.1010
H -8.1367 0.2590 -0.8083
H -5.4183 -2.2644 1.4852
H -6.1898 -4.2666 0.1964
C -10.5160 -4.1183 -7.0242
C -10.1019 -3.0465 -6.3557
C -9.0733 -3.1562 -5.2868
O -8.7036 -2.1784 -4.6768
C -8.5218 -4.5055 -4.9983
C -8.9393 -5.5753 -5.6698
C -9.9669 -5.4651 -6.7305
O -10.3528 -6.4435 -7.3404
H -11.2641 -4.0688 -7.8054
H -10.4830 -2.0516 -6.5476
H -7.7819 -4.5573 -4.2102
H -8.5578 -6.5700 -5.4788
C 8.6369 -0.4488 -1.7581
C 9.4835 -1.3970 -1.3652
C 10.4243 -2.0331 -2.3202
O 11.2002 -2.8950 -1.9663
C 10.3809 -1.5778 -3.7347
C 9.5328 -0.6334 -4.1301
C 8.5991 0.0090 -3.1698
O 7.8261 0.8718 -3.5261
H 7.9332 0.0217 -1.0825
H 9.5217 -1.7521 -0.3437
H 11.0749 -2.0619 -4.4100
H 9.4781 -0.2845 -5.1535
C 7.6830 2.3964 2.0197
C 8.2159 3.4697 2.5990
C 9.4693 3.3802 3.3833
O 9.9581 4.3575 3.9145
C 10.1225 2.0524 3.5009
C 9.5944 0.9780 2.9230
C 8.3360 1.0668 2.1371
O 7.8668 0.0850 1.6022
H 6.7667 2.4359 1.4384
H 7.7667 4.4524 2.5330
H 11.0444 2.0242 4.0689
H 10.0482 -0.0029 2.9874
C 0.2793 -5.7588 12.2727
C -0.2839 -4.5557 12.3240
C -0.9289 -3.9542 11.1262
O -1.4380 -2.8561 11.1810
C -0.9219 -4.7472 9.8702
C -0.3571 -5.9512 9.8237
C 0.2863 -6.5532 11.0165
O 0.8001 -7.6511 10.9764
H 0.7562 -6.2203 13.1282
H -0.3036 -3.9560 13.2253
H -1.3966 -4.3014 9.0053
H -0.3421 -6.5487 8.9209
C 12.9030 5.5859 4.4499
C 13.0725 6.8292 4.8925
C 14.3623 7.2730 5.4757
O 14.5216 8.4048 5.8797
C 15.4623 6.2747 5.5479
C 15.2953 5.0310 5.1091
C 14.0013 4.5904 4.5264
O 13.8499 3.4532 4.1312
H 11.9727 5.2310 4.0261
H 12.2873 7.5735 4.8518
H 16.3924 6.6249 5.9772
H 16.0778 4.2839 5.1520
C -9.4415 -10.0056 -12.1677
C -8.4114 -9.2347 -11.8329
C -8.5489 -8.1711 -10.8027
O -7.6076 -7.4692 -10.5034
C -9.8767 -8.0022 -10.1597
C -10.9049 -8.7761 -10.4978
C -10.7713 -9.8372 -11.5252
O -11.7071 -10.5440 -11.8344
H -9.3712 -10.7866 -12.9142
H -7.4325 -9.3357 -12.2840
H -9.9562 -7.2279 -9.4071
H -11.8818 -8.6745 -10.0422
*
```

---

2.
C65H84CdN3O3P3S2Se as an isolated structure, computed with the ωB97M-V functional and the def2-TZVPD basis.

LUMO level: 3.89 eV
orbital gap: 5.75 eV
ΔE to the lowest compared entry with this formula, charge and spin: 5.3 kcal/mol

```
! wB97M-V def2-TZVPD RIJCOSX def2/J DEFGRID3
* xyz -2 1
Cd 0.4135 -0.4668 -0.1469
C 2.3567 5.1140 4.8100
C 0.9275 5.3601 4.3087
C 0.9333 6.5776 3.3734
C 0.0565 5.6965 5.5203
C 0.4218 4.1353 3.5508
C 1.1146 3.6729 2.4337
C 0.6623 2.5964 1.7037
Se 1.7003 2.0142 0.2133
C 0.5895 2.7882 -1.1554
C 0.6088 4.1650 -1.2716
C -0.2185 4.8402 -2.1552
C -1.0739 4.0537 -2.9260
C -1.1295 2.6699 -2.8491
C -0.2627 1.9749 -1.9462
O -0.2832 0.6845 -1.8660
C -2.1400 1.8836 -3.6824
C -3.0521 1.0649 -2.7585
C -3.0466 2.7900 -4.5216
C -1.3986 0.9549 -4.6479
C -0.1723 6.3636 -2.2246
C -1.1641 6.9313 -3.2400
C 1.2349 6.8227 -2.6262
C -0.5112 6.9502 -0.8478
C -0.5485 1.8880 2.0047
O -0.9512 0.9155 1.2873
C -1.2196 2.3293 3.1928
C -0.7302 3.4305 3.8857
C -2.4595 1.6414 3.7817
C -2.1693 1.2612 5.2453
C -2.8892 0.3583 3.0702
C -3.6502 2.6104 3.7454
H 2.7493 6.0030 5.3114
H 3.0265 4.8648 3.9896
H 2.3760 4.2817 5.5139
H 1.2777 7.4712 3.9003
H -0.0669 6.7651 2.9827
H 1.5916 6.4106 2.5221
H 0.4661 6.5687 6.0370
H 0.0231 4.8695 6.2291
H -0.9660 5.9302 5.2251
H 2.0391 4.1482 2.1249
H 1.2777 4.7168 -0.6190
H -1.7441 4.5480 -3.6121
H -3.6354 1.7299 -2.1183
H -2.4634 0.4091 -2.1258
H -3.7460 0.4646 -3.3530
H -3.6198 3.4810 -3.9030
H -3.7554 2.1659 -5.0695
H -2.4808 3.3704 -5.2522
H -0.7571 0.2619 -4.1101
H -0.7816 1.5467 -5.3300
H -2.1151 0.3831 -5.2467
H -0.9569 6.5697 -4.2472
H -1.0930 8.0218 -3.2519
H -2.1907 6.6647 -2.9900
H 1.5061 6.4167 -3.6014
H 1.9786 6.4819 -1.9072
H 1.2853 7.9129 -2.6769
H -1.5128 6.6509 -0.5398
H -0.4651 8.0423 -0.8701
H 0.1811 6.5972 -0.0862
H -1.2854 3.7462 4.7591
H -1.2623 0.6594 5.3080
H -2.9972 0.6721 5.6479
H -2.0389 2.1348 5.8852
H -2.0943 -0.3829 3.0705
H -3.1479 0.5255 2.0288
H -3.7568 -0.0527 3.5963
H -3.4192 3.5515 4.2442
H -4.5185 2.1638 4.2380
H -3.9203 2.8333 2.7138
S 3.4744 -2.0951 0.1698
P 2.1061 -2.3112 1.6087
C 0.4362 -2.1375 1.3075
P -0.5762 -3.4856 1.1118
S -0.4115 -4.9703 -0.2328
C -2.3161 -2.8866 0.9671
C -3.3345 -3.5790 1.6187
C -4.6612 -3.2092 1.4762
C -5.0049 -2.1419 0.6593
C -4.0037 -1.4552 -0.0117
C -2.6779 -1.8281 0.1447
C -0.6546 -4.3070 2.7664
C -0.4288 -5.6634 2.9373
C -0.4712 -6.2302 4.2047
C -0.7580 -5.4474 5.3102
C -0.9899 -4.0849 5.1474
C -0.9284 -3.5218 3.8848
C 2.4823 -3.8398 2.5579
C 2.2817 -3.8905 3.9341
C 2.5407 -5.0510 4.6435
C 2.9869 -6.1842 3.9785
C 3.1744 -6.1458 2.6042
C 2.9324 -4.9765 1.9008
C 2.5256 -1.0341 2.8693
C 1.5454 -0.1951 3.3773
C 1.8723 0.8062 4.2885
C 3.1776 0.9413 4.7243
C 4.1628 0.0851 4.2374
C 3.8405 -0.8843 3.3071
H -3.0858 -4.4227 2.2514
H -5.4294 -3.7590 2.0072
H -6.0408 -1.8460 0.5499
H -4.2440 -0.6171 -0.6512
H -1.9323 -1.2579 -0.4038
H -0.2151 -6.2642 2.0610
H -0.2680 -7.2873 4.3259
H -0.7923 -5.8904 6.2991
H -1.2082 -3.4597 6.0046
H -1.0770 -2.4574 3.7547
H 1.9163 -3.0134 4.4537
H 2.3741 -5.0750 5.7126
H 3.1816 -7.0969 4.5302
H 3.5131 -7.0283 2.0773
H 3.0895 -4.9305 0.8296
H 0.5265 -0.3247 3.0301
H 1.1028 1.4896 4.6259
H 3.4365 1.7224 5.4301
H 5.1883 0.1922 4.5708
H 4.6113 -1.5212 2.8884
O 0.8884 -1.8767 -2.0553
P 0.9108 -2.2429 -3.4793
N 1.8643 -3.5912 -3.6596
C 2.5065 -4.2315 -2.4897
C 2.9042 -5.6101 -3.0125
C 3.0852 -5.3873 -4.5100
C 1.9227 -4.4512 -4.8248
N -0.6086 -2.5078 -4.0786
C -1.6483 -2.8581 -3.0894
C -2.7711 -3.4505 -3.9367
C -2.0354 -4.0354 -5.1370
C -0.9876 -2.9599 -5.4074
N 1.5251 -1.0076 -4.3931
C 2.6466 -0.2605 -3.8046
C 3.3091 0.4022 -5.0106
C 2.1559 0.5551 -5.9981
C 1.3865 -0.7505 -5.8112
H 1.8190 -4.2827 -1.6460
H 3.3684 -3.6477 -2.1698
H 2.0969 -6.3259 -2.8352
H 3.8021 -5.9883 -2.5225
H 3.0656 -6.3032 -5.1038
H 4.0293 -4.8693 -4.6982
H 1.0013 -5.0428 -4.9435
H 2.0732 -3.8799 -5.7475
H -1.9623 -1.9690 -2.5455
H -1.2668 -3.5783 -2.3574
H -3.4492 -2.6622 -4.2746
H -3.3521 -4.1831 -3.3778
H -2.6800 -4.2246 -5.9976
H -1.5424 -4.9694 -4.8569
H -1.4368 -2.1380 -5.9839
H -0.1336 -3.3264 -5.9773
H 3.3226 -0.9191 -3.2534
H 2.2598 0.4730 -3.0932
H 4.0737 -0.2552 -5.4317
H 3.7806 1.3478 -4.7500
H 2.4765 0.7083 -7.0301
H 1.5224 1.3937 -5.7011
H 1.8343 -1.5423 -6.4340
H 0.3368 -0.6528 -6.0908
*
```

---

Results for max |F|: 0.93, 0.65 (in eV/A, following the order of the records).